The following is a DFT calculation (wB97M-V/def2-TZVPD) of a cluster of 2 separate species, C3H5ClS in total at a distorted geometry.

The geometry in ORCA input format:
```
! RIJCOSX wB97M-V def2-TZVPD def2/J DEFGRID3
* xyz 0 1
C 3.051 1.271 0.299
C 0.590 -0.224 -0.162
C -2.277 -0.373 0.129
S -0.785 0.674 -0.064
Cl 0.532 -1.904 -0.085
H 2.831 1.793 -0.645
H 3.728 0.439 0.032
H -1.975 -1.408 0.250
H -2.891 -0.250 -0.757
H -2.805 -0.017 1.004
*
```

Relative energy (zero: lowest compared OMol25 entry of this formula, charge and spin): 141.17 kcal/mol
HOMO energy (spin up / spin down): -8.56 / -8.46 eV